The following is a DFT calculation (ωB97M-V/def2-TZVPD) of 2 unconnected molecules or ions with the total composition C5H14S at a distorted geometry.

SMILES string	CCC.CSC
frontier orbital gap	9.36	eV
LUMO level	0.93	eV

Element x y z (Å)
H -0.64563 0.32950 1.48323
C -1.81882 -1.53522 0.99452
H 1.22825 2.37556 -1.18682
H -2.81998 -0.70831 3.48566
H -2.85952 -1.72916 0.61106
S 1.14790 0.09343 -1.94997
H 2.38611 -1.06684 -0.45920
H 0.45638 2.24203 -2.91578
H -2.25538 0.56130 1.45707
H 2.24766 0.42995 0.48676
H -1.10626 -1.68978 0.12172
H -1.19308 -1.09881 3.46878
C -1.85400 -0.35085 3.18789
C -1.56545 -0.21768 1.75039
H 3.29064 0.59094 -0.76554
C 2.35410 0.06072 -0.47853
H -1.60604 0.54932 3.77986
C 0.63542 1.76808 -1.85369
H -0.48807 1.73997 -1.55205
H -1.50892 -2.37070 1.58130

Mulliken analysis output, partial charges in e: atom 1 (H): 0.17, atom 2 (C): -0.95, atom 3 (H): 0.28, atom 4 (H): 0.33, atom 5 (H): 0.28, atom 6 (S): -0.06, atom 7 (H): 0.25, atom 8 (H): 0.29, atom 9 (H): 0.24, atom 10 (H): 0.42, atom 11 (H): 0.22, atom 12 (H): 0.37, atom 13 (C): -1.34, atom 14 (C): 0.04, atom 15 (H): 0.36, atom 16 (C): -1.01, atom 17 (H): 0.33, atom 18 (C): -0.71, atom 19 (H): 0.19, atom 20 (H): 0.33

=====

The following is a DFT calculation (ωB97M-V/def2-TZVPD) of 3 unconnected molecules or ions with the total composition C22H57N6O11P3S at a distorted geometry.

SMILES string	CCOCCO[C@@]1(OC[C@@H](C)O)OS(=O)(=O)O[C@@]1(C)[PH2]=O.CN(C)P(=O)(N(C)C)N(C)C.CN(C)P(=O)(N(C)C)N(C)C
frontier orbital gap	6.80	eV
LUMO level	-1.04	eV

Element x y z (Å)
O 0.82190 1.61561 -3.42218
H -3.94372 1.98713 -4.38424
H -1.61859 -2.32495 -3.13156
H -0.05460 0.15821 4.54969
H 2.79949 -0.91409 -2.07053
O 0.40026 0.57358 -5.71576
H -1.23751 0.15085 -7.01311
N -0.47500 2.77469 0.14066
H 3.02366 -0.59610 6.71757
H 2.70255 -1.26138 -6.35730
H 4.69127 0.41592 -2.82151
H -2.29678 4.87705 3.67621
C -0.71467 3.96946 -0.65264
C -1.96915 1.69480 -5.50980
C 0.36251 1.85719 -0.63921
S 1.98747 2.80750 -3.84404
C -0.63072 -2.65659 -0.89185
O -1.61029 0.71991 0.56811
C -2.19937 -2.84388 -0.44702
H 1.58151 -2.47748 -3.78773
C 1.00523 -5.41305 3.97218
O -0.19909 -3.49764 -2.01905
H -0.17749 0.06686 2.78961
H 1.83351 -1.99654 1.91856
O 1.68038 3.79252 -5.00369
H -1.17266 -0.97209 3.78671
H -3.47254 0.17442 -4.59337
C 3.02822 -0.16753 -6.09847
H -2.54272 1.17102 -3.25523
H -0.20515 1.39505 -1.45220
O 3.07786 1.72236 -4.57798
H 2.71773 0.60644 -6.94849
H -2.71890 -3.80703 -0.86492
H -2.64899 1.92651 -6.46324
H -3.50099 4.10816 2.69780
H -2.81065 -1.88033 -0.77068
O -1.22585 2.93387 -5.23421
C 2.52821 0.32535 -4.58577
C -4.21030 1.61126 1.44661
H -4.73787 3.61218 0.08245
C -3.01721 1.24183 -4.32239
H 3.50342 -4.99876 3.66994
P 3.59856 -0.47817 -3.20313
C -2.51753 3.94311 3.14480
C 2.92013 -4.07573 3.56365
C 2.36246 -3.01229 6.90210
C -3.65401 3.46815 -0.00426
H 2.90655 -1.38953 3.20811
P -1.55205 2.08466 1.29722
H 0.77775 1.06860 -0.00287
H -0.46225 -1.51592 -1.09734
N 1.68208 -4.15957 4.32157
H 1.88355 -0.29356 2.34921
O 2.35050 3.45595 -2.47050
H -0.83126 -3.82147 -4.10331
H -1.13880 4.79017 -0.07079
H 1.24554 -0.57310 6.68013
N -1.48509 3.65354 2.13539
O 4.33449 -1.79487 -3.77317
H -0.10863 3.02866 3.64531
H 0.21148 -5.64344 4.69059
C -1.04623 0.38683 -5.85792
H 2.73358 -3.93119 2.49519
C -0.61827 -2.94729 -3.31954
H -1.53560 3.19773 -4.29682
H 1.22598 2.37147 -1.07810
H 1.53675 -2.87610 7.60988
C 0.87666 0.42709 -4.33861
H 3.58822 -3.29053 3.92297
P 0.69883 -2.83340 4.81986
H 0.40393 -1.98235 -5.19025
H -1.49922 -0.52315 -5.27531
H 3.30133 -2.72175 7.39171
C 0.54978 -1.97731 -4.02178
H 0.66211 3.65144 2.18208
H -1.35993 3.76398 -1.51214
H 1.69286 -6.26677 4.00396
N 0.86502 -1.55006 3.72852
H -5.15438 1.67950 0.89671
O -0.55502 -3.36454 4.08278
C 2.14314 -0.81557 6.10122
H 0.22841 4.37175 -1.04287
O 0.36530 -0.63113 -3.46038
H 0.02771 -2.94527 0.05628
H 2.44819 -4.08292 6.69567
H -4.40710 1.89950 2.48243
C -0.19323 3.77970 2.85153
H 2.21747 -0.12153 5.26037
H 0.57242 -5.36442 2.96866
C -0.17583 -0.52867 3.70812
H 4.21956 -0.14453 -6.06523
H -2.59583 3.13567 3.88069
N -3.15324 2.43970 0.87800
H -3.45181 3.22056 -1.04927
H -2.29299 -2.89240 0.74167
H -0.08440 4.77840 3.29463
C 1.91290 -1.30854 2.76390
H -3.23262 4.44813 0.22660
H -3.93255 0.55328 1.44693
N 2.14022 -2.22281 5.66719

Mulliken atomic charge list, values in e, 99 entries: atom 1 (O): 0.12, atom 2 (H): 0.33, atom 3 (H): 0.20, atom 4 (H): 0.25, atom 5 (H): 0.04, atom 6 (O): -0.23, atom 7 (H): 0.29, atom 8 (N): 0.27, atom 9 (H): 0.38, atom 10 (H): 0.28, atom 11 (H): 0.13, atom 12 (H): 0.39, atom 13 (C): -1.02, atom 14 (C): 0.24, atom 15 (C): -0.18, atom 16 (S): 1.16, atom 17 (C): 0.70, atom 18 (O): -0.73, atom 19 (C): -0.89, atom 20 (H): 0.31, atom 21 (C): -0.92, atom 22 (O): -0.43, atom 23 (H): -0.15, atom 24 (H): -0.05, atom 25 (O): -0.57, atom 26 (H): 0.43, atom 27 (H): 0.31, atom 28 (C): -1.03, atom 29 (H): 0.15, atom 30 (H): -0.04, atom 31 (O): -0.36, atom 32 (H): 0.29, atom 33 (H): 0.32, atom 34 (H): 0.23, atom 35 (H): 0.29, atom 36 (H): 0.15, atom 37 (O): -0.50, atom 38 (C): 0.58, atom 39 (C): -1.12, atom 40 (H): 0.45, atom 41 (C): -1.00, atom 42 (H): 0.40, atom 43 (P): 0.48, atom 44 (C): -1.01, atom 45 (C): -1.03, atom 46 (C): -1.12, atom 47 (C): -0.92, atom 48 (H): 0.35, atom 49 (P): 1.12, atom 50 (H): -0.36, atom 51 (H): -0.18, atom 52 (N): 0.16, atom 53 (H): 0.49, atom 54 (O): -0.61, atom 55 (H): 0.30, atom 56 (H): 0.35, atom 57 (H): 0.36, atom 58 (N): -0.13, atom 59 (O): -0.70, atom 60 (H): 0.34, atom 61 (H): 0.30, atom 62 (C): -0.38, atom 63 (H): 0.28, atom 64 (C): -0.44, atom 65 (H): 0.34, atom 66 (H): 0.38, atom 67 (H): 0.37, atom 68 (C): -0.32, atom 69 (H): 0.26, atom 70 (P): 0.83, atom 71 (H): 0.33, atom 72 (H): 0.10, atom 73 (H): 0.39, atom 74 (C): -0.50, atom 75 (H): 0.29, atom 76 (H): 0.11, atom 77 (H): 0.31, atom 78 (N): 0.45, atom 79 (H): 0.43, atom 80 (O): -0.82, atom 81 (C): -1.04, atom 82 (H): 0.36, atom 83 (O): 0.34, atom 84 (H): -0.10, atom 85 (H): 0.33, atom 86 (H): 0.29, atom 87 (C): -1.11, atom 88 (H): 0.25, atom 89 (H): 0.24, atom 90 (C): -0.79, atom 91 (H): 0.34, atom 92 (H): 0.31, atom 93 (N): 0.33, atom 94 (H): -0.02, atom 95 (H): 0.24, atom 96 (H): 0.43, atom 97 (C): -0.97, atom 98 (H): 0.38, atom 99 (H): 0.23

=====

The following is a DFT calculation (ωB97M-V/def2-TZVPD) of 11 unconnected molecules or ions with the total composition H21O11 at a distorted geometry.

frontier orbital gap	8.78	eV
LUMO level	2.52	eV
total charge	-1

Element x y z (Å)
H 2.47612 -1.14088 2.69264
O 4.52868 -1.14728 -1.23945
H 1.14808 -1.75316 -3.13946
H -2.37860 -3.42352 2.47747
O -0.79753 2.28173 -2.87156
H -0.82973 1.32171 -2.77705
O -2.15588 0.96695 0.72445
H 2.21798 1.21299 2.82158
H -2.70511 1.15070 1.37223
O 0.22894 -2.01567 -3.53825
O 2.48042 2.00452 3.20659
H 2.42679 2.78400 2.60217
H 0.54624 0.73346 -1.00620
O -3.82291 -0.82480 0.06134
H 4.41617 -1.98964 -0.69559
H -2.78561 3.06958 -0.81885
O 3.43670 -1.03255 2.75869
H -4.53666 -0.04420 0.16489
O -2.48687 -2.63386 3.06519
H 1.41918 0.47476 -2.37270
O -0.62550 -1.02246 -0.26691
H 3.68558 -0.57280 1.91603
O 1.38755 0.37240 -1.40050
H -1.89491 2.17999 0.07903
H -3.25101 0.04972 0.13330
H -1.39782 -0.62630 -0.04844
H -0.46422 -2.17935 -2.93771
H -3.26183 -2.37926 2.64420
O -1.83668 3.10721 -0.53899
H -0.02046 -1.26325 0.39223
H 3.66495 -0.66006 -1.24847
H -1.17048 2.60592 -1.93612

Mulliken analysis output, partial charges in e: atom 1 (H): 0.32, atom 2 (O): -0.68, atom 3 (H): 0.32, atom 4 (H): 0.31, atom 5 (O): -0.75, atom 6 (H): 0.26, atom 7 (O): -1.04, atom 8 (H): 0.29, atom 9 (H): 0.18, atom 10 (O): -0.64, atom 11 (O): -0.62, atom 12 (H): 0.33, atom 13 (H): 0.28, atom 14 (O): -0.69, atom 15 (H): 0.32, atom 16 (H): 0.30, atom 17 (O): -0.64, atom 18 (H): 0.35, atom 19 (O): -0.63, atom 20 (H): 0.30, atom 21 (O): -0.56, atom 22 (H): 0.32, atom 23 (O): -0.59, atom 24 (H): 0.48, atom 25 (H): 0.39, atom 26 (H): 0.31, atom 27 (H): 0.31, atom 28 (H): 0.30, atom 29 (O): -0.86, atom 30 (H): 0.20, atom 31 (H): 0.34, atom 32 (H): 0.47

=====

The following is a DFT calculation (ωB97M-V/def2-TZVPD) of 3 unconnected molecules or ions with the total composition C5H9NO at a distorted geometry.

SMILES string	C=C(C)C#N.[H][H].C=O
frontier orbital gap	10.23	eV
LUMO level	0.08	eV

Element x y z (Å)
H 1.76058 1.24105 0.62811
C -0.75347 1.64810 0.40856
H -0.37252 0.90799 -2.08869
H 1.15505 -0.67156 -1.91319
H 1.73073 -0.76459 -1.45143
C -0.67544 0.11325 -1.41456
C -1.30050 -0.80181 0.82376
C -0.84843 0.30440 -0.10348
H -1.17879 -0.54139 1.87828
H -2.36039 -0.99452 0.64211
H 1.09982 -0.07997 1.77850
O 2.33730 -0.68208 0.31598
H -0.74131 -1.72476 0.63295
C 1.72302 0.17311 0.90400
N -0.70244 2.73557 0.80645
H -0.87320 -0.86279 -1.84736

Mulliken analysis output, partial charges in e: atom 1 (H): 0.29, atom 2 (C): 0.24, atom 3 (H): 0.39, atom 4 (H): 0.06, atom 5 (H): -0.02, atom 6 (C): -1.11, atom 7 (C): -1.29, atom 8 (C): 0.67, atom 9 (H): 0.35, atom 10 (H): 0.38, atom 11 (H): 0.23, atom 12 (O): -0.46, atom 13 (H): 0.37, atom 14 (C): -0.08, atom 15 (N): -0.47, atom 16 (H): 0.47